Entry 1:
C2H2FKNaO as an isolated structure. Source: the OMol25 dataset; level of theory: ωB97M-V/def2-TZVPD.

frontier orbital gap = 7.903 eV
relative energy (zero: lowest compared OMol25 entry of this formula, charge and spin) = 0.0 kcal per mole
total energy = -27606.1956 eV
charge = +1
largest force on an atom = 3.5 eV/A
highest occupied orbital energy = -0.4222 Eh

```
8
Properties=species:S:1:pos:R:3:forces:R:3:mulliken_charge:R:1
H 0.5060 -1.6672 0.8199 -1.26 0.11 -1.79 0.392
C -0.1619 1.0815 0.1149 0.01 -0.33 -0.41 -0.397
C 0.6565 0.0389 0.2455 0.61 1.98 -1.04 -0.361
O 0.0134 -1.1911 0.0778 1.08 -1.99 2.65 -0.484
Na 2.9196 0.1456 -0.6999 -0.29 0.10 0.27 0.917
K -2.4428 -1.3805 -0.4728 -0.39 -0.21 -0.09 1.003
F -1.5690 0.8462 -0.0327 0.45 0.57 0.00 -0.340
H 0.0783 2.1266 -0.0526 -0.21 -0.22 0.42 0.269
```
Forces are in eV/Å.

***

Entry 2:
C39H54N3O2S3TeW as an isolated structure. Source: the OMol25 dataset; level of theory: ωB97M-V/def2-TZVPD.

frontier orbital gap (alpha / beta) = 6.796 / 6.655 eV
total energy = -91496.8990 eV
charge = +2
multiplicity = 2
largest force on an atom = 1.3 eV/A
highest occupied orbital energy (alpha / beta) = -0.4680 / -0.4811 Eh

```
103
Properties=species:S:1:pos:R:3:forces:R:3:lowdin_spin:R:1
W 0.3839 -0.6572 0.7088 0.70 -0.45 -0.54 0.756
C 3.6801 -1.0183 3.5010 0.01 0.05 -0.09 0.001
C 4.0189 -0.5850 2.0740 -0.01 0.07 0.10 0.000
S 2.7603 0.2756 1.0934 0.06 0.05 -0.13 -0.001
C 2.4100 1.7858 2.0107 0.05 0.07 -0.02 0.001
C 1.4830 1.5750 3.1825 -0.11 0.24 -0.05 0.010
S -0.0105 0.6147 2.7567 -0.40 0.17 0.64 0.038
C -0.1428 -0.4041 4.2639 0.16 -0.03 -0.02 0.001
C 1.1232 -1.0885 4.7942 -0.04 0.08 -0.09 0.000
S 2.1410 -1.9635 3.5722 0.05 -0.06 0.09 0.003
H 3.6517 -0.1628 4.1736 -0.08 -0.03 0.03 0.000
H 4.4878 -1.6616 3.8499 0.04 0.04 0.00 0.000
H 4.3051 -1.4400 1.4593 -0.08 0.00 -0.04 0.001
H 4.8679 0.1021 2.0740 0.05 -0.08 0.01 0.000
H 1.9698 2.4516 1.2722 0.01 -0.02 -0.02 0.000
H 3.3522 2.2327 2.3316 0.01 -0.06 0.03 0.000
H 1.1320 2.5336 3.5672 0.00 -0.01 -0.02 0.000
H 1.9788 1.0522 3.9889 0.02 -0.03 0.04 0.001
H -0.9255 -1.1153 4.0289 -0.05 0.01 -0.01 0.000
H -0.5382 0.2767 5.0203 0.01 0.00 0.00 0.000
H 0.7921 -1.8327 5.5187 -0.02 0.01 0.01 0.000
H 1.7562 -0.3982 5.3494 0.03 -0.02 -0.01 0.000
C 0.4871 3.3244 -0.8009 -0.06 0.05 -0.04 0.000
C -0.4480 2.1246 -0.7738 0.01 -0.09 0.00 0.000
C -1.6903 2.4344 0.0493 -0.03 -0.03 0.00 0.000
C -0.7906 1.6884 -2.1978 -0.02 -0.01 0.01 0.000
O 0.2779 1.0375 -0.1467 0.32 -0.23 -0.03 0.005
H 0.0425 4.1246 -1.3939 0.00 0.00 0.00 0.000
H 1.4412 3.0575 -1.2573 0.00 -0.01 0.01 0.000
H 0.6551 3.7203 0.2022 0.00 0.00 0.00 0.000
H -2.2792 3.2022 -0.4526 0.02 0.03 0.02 0.000
H -1.4216 2.8095 1.0377 0.01 -0.02 0.01 0.000
H -2.3166 1.5522 0.1773 -0.01 0.01 -0.02 0.000
H -1.5977 2.3044 -2.5960 0.04 0.04 -0.01 0.000
H -1.1070 0.6456 -2.2219 -0.03 0.02 0.01 0.000
H 0.0725 1.7988 -2.8545 0.02 -0.05 0.01 0.000
C 6.5344 -4.5233 -4.6260 0.00 0.00 -0.02 0.000
C 5.4484 -4.1163 -3.6730 0.02 0.01 -0.01 0.000
C 4.4092 -4.9749 -3.3500 0.00 -0.02 0.00 0.001
C 3.4127 -4.6323 -2.4427 0.01 0.07 0.03 0.005
C 2.3285 -5.6538 -2.2099 -0.04 -0.04 0.01 0.004
C 3.4592 -3.3571 -1.8465 0.18 -0.31 -0.10 0.020
Te 2.0108 -3.0473 -0.3271 -0.10 0.29 -0.45 0.092
N -0.1600 -2.1707 1.5018 -0.57 0.58 1.07 -0.010
C -1.3335 -2.6607 2.0845 -0.11 -0.51 -0.62 0.000
O -2.1535 -1.8981 2.5673 0.01 0.03 -0.07 -0.006
C -1.5589 -4.1208 1.9851 0.21 -0.03 0.08 0.000
C -0.4829 -5.0064 2.0169 0.02 0.02 0.00 0.001
C -0.7058 -6.3688 1.9006 -0.01 0.01 -0.01 0.000
C -2.0007 -6.8435 1.7310 0.00 0.00 0.00 0.000
C -3.0742 -5.9615 1.6993 -0.01 0.00 0.00 0.000
C -2.8568 -4.6006 1.8387 -0.01 0.00 0.05 0.000
C 0.3327 -2.9708 -1.6380 0.01 -0.16 0.00 0.000
C -0.7041 -3.8651 -1.3823 -0.02 0.04 0.02 0.004
C -1.8350 -3.8694 -2.1812 0.00 0.01 -0.02 0.001
C -1.9133 -2.9931 -3.2564 0.01 -0.01 0.01 0.006
C -0.8686 -2.1208 -3.5182 -0.01 -0.03 0.01 -0.001
C 0.2761 -2.0843 -2.7194 0.04 0.02 -0.04 0.004
C 1.3874 -1.1394 -3.0824 0.02 0.06 -0.03 0.000
C 4.4832 -2.4595 -2.1788 -0.01 -0.03 0.00 0.000
C 4.5775 -1.0573 -1.6548 0.06 0.08 0.03 0.003
C 5.4591 -2.8606 -3.0815 -0.04 -0.01 -0.04 0.000
H 6.3405 -5.5030 -5.0580 -0.01 0.00 0.00 0.000
H 7.4967 -4.5642 -4.1138 0.00 0.00 0.00 0.000
H 6.6287 -3.8034 -5.4395 0.00 0.00 0.00 0.000
H 4.3702 -5.9541 -3.8135 0.01 -0.01 0.01 0.000
H 2.7370 -6.6581 -2.3082 0.00 0.00 -0.04 0.000
H 1.5348 -5.5443 -2.9526 -0.01 0.02 0.01 0.000
H 1.8602 -5.5936 -1.2275 0.04 0.00 0.02 0.003
H 0.5227 -4.6242 2.1478 0.00 -0.01 -0.01 0.001
H 0.1245 -7.0610 1.9419 0.00 0.00 0.01 0.000
H -2.1758 -7.9067 1.6341 0.00 0.00 0.00 0.000
H -4.0806 -6.3393 1.5785 0.00 0.00 0.00 0.000
H -3.6849 -3.9038 1.8373 -0.01 0.00 0.01 0.000
H -0.6332 -4.5579 -0.5538 0.00 -0.03 -0.03 0.001
H -2.6344 -4.5709 -1.9800 0.00 -0.01 0.00 0.000
H -2.7755 -3.0108 -3.9121 0.01 0.01 0.01 0.000
H -0.9247 -1.4593 -4.3752 0.00 0.00 0.01 0.000
H 1.0807 -0.4871 -3.8981 -0.02 0.00 -0.01 0.000
H 2.2762 -1.6863 -3.4014 -0.05 0.02 -0.02 0.000
H 1.6910 -0.4994 -2.2478 -0.04 -0.03 0.04 0.000
H 3.7125 -0.7857 -1.0621 -0.08 0.02 0.07 0.002
H 4.6343 -0.3465 -2.4813 0.02 -0.01 0.00 0.000
H 5.4780 -0.9154 -1.0527 -0.02 -0.02 0.02 0.000
H 6.2476 -2.1613 -3.3390 0.00 0.01 0.02 0.000
N -1.4938 -0.9268 -0.2269 -0.21 0.32 0.20 0.013
C -2.6219 -0.9617 -0.4874 0.01 -0.11 -0.16 0.024
N -3.8690 -1.0276 -0.8101 0.02 0.10 0.06 0.012
C -4.3265 -0.5090 -2.1208 -0.01 -0.02 0.06 0.001
C -5.4185 -1.4202 -2.6537 0.01 0.01 -0.02 0.001
C -6.5404 -1.5748 -1.6302 0.01 -0.01 0.01 0.000
C -5.9931 -2.1438 -0.3234 0.01 -0.02 0.03 0.000
C -4.8940 -1.2592 0.2389 0.04 -0.04 -0.05 0.002
H -3.4631 -0.4698 -2.7833 0.01 0.00 -0.01 0.000
H -4.7026 0.5077 -1.9716 -0.01 0.00 -0.02 0.000
H -4.9837 -2.3992 -2.8761 -0.02 0.01 -0.01 0.000
H -5.7910 -1.0070 -3.5917 -0.02 0.01 0.01 0.000
H -7.3231 -2.2221 -2.0235 0.01 -0.01 0.00 0.000
H -7.0006 -0.5996 -1.4415 -0.02 -0.01 -0.01 0.000
H -5.5913 -3.1467 -0.4956 -0.01 0.00 0.00 0.000
H -6.7806 -2.2327 0.4257 -0.01 0.01 -0.01 0.000
H -4.3925 -1.7062 1.0968 -0.01 0.03 0.01 0.000
H -5.2899 -0.2849 0.5398 -0.02 -0.01 0.00 0.001
```
Forces are in eV/Å.